Record 1
Molecular formula: C15H28N2O3S
Method: DFT, the ωB97M-V functional and the def2-TZVPD basis

Each line ends with the natural charge from an NBO analysis.
Element x y z (Å)
C  -6.9056  -0.5454  -1.5277  -0.56
H  -7.0317  0.5023  -1.7278  0.21
H  -7.5468  -0.9016  -0.9910  0.18
H  -6.9669  -1.0493  -2.6159  0.19
C  -5.5349  -0.9107  -1.1800  -0.27
C  -5.4777  -0.1788  0.3883  -0.62
H  -5.6203  0.8614  0.4733  0.23
H  -6.1380  -0.4893  0.9392  0.21
S  -3.8133  -0.4015  0.8795  2.13
O  -3.4589  -1.8789  0.8639  -0.93
O  -3.6886  0.3915  2.2834  -0.94
N  -2.9222  0.4640  -0.2790  -0.65
C  -1.6776  -0.5724  -0.8094  -0.22
H  -1.4029  0.1221  -1.6305  0.22
C  -0.5137  -0.3579  0.1358  -0.26
N  -0.2192  1.0034  0.6379  -0.42
C  0.9795  1.5436  0.1174  0.69
O  1.0092  2.8568  0.2910  -0.68
C  2.1667  0.9997  -0.6226  -0.45
H  2.6701  1.6445  -0.9763  0.22
C  2.8388  0.1909  0.4394  -0.32
C  3.9233  -0.5210  0.1049  -0.22
H  3.6328  -1.1918  -0.7440  0.18
C  5.0779  0.2999  -0.5269  -0.37
C  6.4825  -0.1212  -0.4269  -0.35
H  6.9602  0.3843  0.5856  0.16
C  6.1657  -1.8422  0.4129  -0.35
H  6.1365  -2.2500  -0.4037  0.17
H  6.8120  -2.0159  1.2614  0.22
C  4.8080  -1.4751  1.0900  -0.37
H  4.2690  -2.2559  1.2018  0.19
H  4.8298  -0.8759  1.8092  0.19
H  7.2634  -0.3168  -0.9537  0.20
H  5.0654  0.0580  -1.8092  0.17
H  4.9873  1.2306  -0.4213  0.18
H  3.3202  1.1555  1.2488  0.15
H  2.2686  -0.4619  0.9403  0.21
H  1.6797  0.1871  -1.0118  0.22
C  -1.2639  1.8264  1.1129  -0.24
H  -1.6299  1.4659  2.1545  0.21
C  -2.3841  1.6542  0.3309  -0.25
H  -2.3937  2.3447  -0.5188  0.21
H  -3.4207  2.1389  0.6974  0.25
H  -0.9622  2.6704  1.2646  0.24
H  -0.9138  -0.7412  1.1391  0.22
H  0.4880  -0.9676  -0.1594  0.22
H  -1.9564  -1.5267  -0.7814  0.24
H  -4.6830  -0.4429  -1.6557  0.21
H  -5.3090  -1.7042  -1.0305  0.15

Its LUMO energy is 0.5 eV. The value obtained for the HOMO-LUMO gap is 9.44 eV. As for the charge: 0. The value obtained for the energy above the lowest of the compared OMol25 structures with the same formula, charge and spin is 459.6 kcal/mol. The highest occupied orbital energy comes out at -8.9047 eV. The calculation puts the max |F| at 0.38157 hartree/bohr.


Record 2
Molecular formula: C52H42ClN9O9PSY
Method: DFT, the ωB97M-V functional and the def2-TZVPD basis

Each line ends with the Löwdin charge.
Element x y z (Å)
Y  0.0872  -0.6160  -0.4289  1.55
O  -2.4341  0.9623  2.6855  0.04
C  -1.6245  0.0440  2.5843  -0.59
O  -0.9330  -0.2455  1.5565  -0.23
C  -1.4095  -0.9051  3.7532  -0.12
C  -1.8686  -0.4932  4.9996  -0.02
C  -1.6891  -1.2786  6.1247  -0.08
C  -1.0552  -2.5069  6.0033  -0.08
C  -0.6170  -2.9384  4.7614  -0.09
C  -0.7801  -2.1544  3.6150  -0.27
P  -0.2560  -2.8203  1.9716  1.19
C  -0.3398  -4.6165  2.3360  -0.37
C  -1.6283  -5.1560  2.2494  -0.11
C  -1.8580  -6.5067  2.4496  -0.09
C  -0.7940  -7.3591  2.7254  -0.09
C  0.4865  -6.8397  2.8184  -0.08
C  0.7112  -5.4782  2.6339  -0.08
C  1.6067  -2.3208  1.8145  -0.62
C  2.2386  -2.1474  3.1576  -0.04
C  3.3734  -2.6467  3.6459  -0.07
C  4.3125  -3.5575  3.0033  -0.07
C  4.1940  -4.2417  1.8715  -0.12
C  2.2651  -3.2724  0.7940  -0.27
H  -2.3671  0.4661  5.0522  0.11
H  -2.0407  -0.9357  7.0901  0.10
H  -0.9027  -3.1350  6.8725  0.10
H  -0.1364  -3.9049  4.6855  0.10
H  -2.4651  -4.4991  2.0322  0.09
H  -2.8664  -6.8975  2.3879  0.10
H  -0.9664  -8.4173  2.8768  0.10
H  1.3221  -7.4886  3.0505  0.10
H  1.7166  -5.0992  2.7570  0.09
H  1.6955  -1.4368  3.7699  0.12
H  3.6661  -2.3216  4.6383  0.10
H  5.2557  -3.7178  3.5119  0.11
H  4.9659  -4.9050  1.5119  0.13
H  1.5527  -3.6093  0.0439  0.10
C  -0.5363  7.3915  1.0551  -0.07
O  0.8687  7.4471  1.2584  -0.08
C  1.6631  6.9416  0.2838  -0.28
C  3.0339  6.9611  0.5337  0.00
C  3.9110  6.4551  -0.4046  -0.04
C  3.4396  5.8710  -1.5769  -0.29
C  2.0770  5.8876  -1.8424  -0.01
C  1.1914  6.4372  -0.9240  -0.01
N  4.4526  5.4063  -2.4916  0.06
N  4.3924  4.3296  -3.1068  0.07
C  3.3656  3.3512  -2.8707  -0.25
C  2.6606  2.9122  -3.9561  -0.04
C  1.5905  2.0087  -3.8336  -0.01
C  1.2290  1.4937  -2.6004  -0.38
O  0.2430  0.6714  -2.3848  -0.26
C  2.0330  1.8813  -1.4719  -0.18
N  1.6925  1.3052  -0.2878  0.04
C  2.3852  1.6019  0.7889  -0.10
C  3.4854  2.4777  0.7595  -0.02
C  3.8486  3.0542  -0.4243  0.01
C  3.1027  2.7851  -1.5929  -0.10
H  -0.9849  7.8068  1.9526  0.09
H  -0.8779  6.3625  0.9197  0.09
H  -0.8366  7.9918  0.1918  0.09
H  3.3881  7.3936  1.4602  0.12
H  4.9807  6.4941  -0.2382  0.12
H  1.6948  5.4772  -2.7683  0.11
H  0.1358  6.4657  -1.1532  0.08
H  2.9200  3.3106  -4.9304  0.11
H  1.0358  1.7143  -4.7163  0.10
H  2.0816  1.1087  1.7030  0.11
H  4.0362  2.6708  1.6698  0.11
H  4.7085  3.7100  -0.4750  0.11
O  3.1171  -4.2955  1.0175  -0.06
Cl  3.2259  -2.0074  -0.4300  1.12
O  4.1869  -2.9164  -1.0741  -0.46
O  1.5793  -1.1092  1.1526  -0.43
O  2.1105  -1.6547  -1.3993  -0.56
N  -3.8112  2.2945  -0.7430  0.13
C  -3.5174  3.3775  -1.5989  -0.24
C  -4.5191  3.9971  -2.3276  -0.03
C  -4.2096  5.0495  -3.1801  -0.09
C  -2.8934  5.4535  -3.3379  -0.09
C  -1.8860  4.8119  -2.6269  -0.09
C  -2.1985  3.8022  -1.7269  -0.43
S  -0.9716  3.0778  -0.6979  1.04
N  -1.5996  1.5134  -0.4980  -0.24
C  -2.8531  1.3278  -0.4909  -0.35
C  -3.3659  -0.0381  -0.1761  -0.20
C  -4.6007  -0.2077  0.4318  -0.01
C  -5.0481  -1.4932  0.6852  -0.04
C  -4.2488  -2.5601  0.3192  -0.05
C  -3.0096  -2.2965  -0.2437  -0.13
N  -2.5660  -1.0630  -0.4813  0.08
H  -4.7460  1.9340  -0.8477  0.12
H  -5.5449  3.6614  -2.2180  0.11
H  -5.0018  5.5426  -3.7280  0.10
H  -2.6436  6.2600  -4.0142  0.10
H  -0.8510  5.1069  -2.7659  0.09
H  -5.1752  0.6493  0.7559  0.12
H  -6.0006  -1.6535  1.1736  0.11
H  -4.5563  -3.5832  0.4896  0.11
H  -2.3254  -3.1008  -0.4802  0.09
C  -0.0883  -5.6541  -2.5595  0.01
N  -0.4103  -4.3370  -3.1045  -0.03
C  -0.6803  -4.1458  -4.4224  -0.04
C  -0.9307  -2.9221  -4.9254  0.01
C  -0.8674  -1.8145  -4.0147  -0.35
N  -0.6152  -2.0119  -2.7264  0.15
C  -0.3791  -3.2455  -2.2511  -0.52
O  -0.1486  -3.4028  -1.0463  -0.08
N  -1.0676  -0.5599  -4.4120  0.19
H  -0.4794  -6.4169  -3.2286  0.09
H  -0.5435  -5.7551  -1.5786  0.09
H  0.9900  -5.7720  -2.4552  0.11
H  -0.6794  -5.0376  -5.0345  0.13
H  -1.1429  -2.7837  -5.9744  0.11
H  -1.1372  -0.3582  -5.3932  0.11
H  -0.7258  0.1568  -3.7451  0.08

Its LUMO energy is 0.1 eV. The value obtained for the HOMO-LUMO gap is 7.06 eV. As for the charge: 0. The value obtained for the energy above the lowest of the compared OMol25 structures with the same formula, charge and spin is 17.6 kcal/mol. The highest occupied orbital energy comes out at -6.9757 eV. The calculation puts the max |F| at 0.01689 hartree/bohr.